(1)
The following is a quantum chemistry calculation of C5H11NO in the gas phase in a non-equilibrium geometry, from the OMol25 dataset.

```
18
Properties=species:S:1:pos:R:3:nbo_charge:R:1
C 0.07 0.48 -0.19 -0.18
C 0.39 1.75 0.52 -0.62
C -0.94 -1.84 0.08 -0.60
C 1.50 -0.08 -0.90 -0.36
C -0.56 -0.55 0.75 -0.42
N 2.87 -0.22 -0.61 0.14
O 3.30 -0.23 0.53 -0.29
H -0.45 2.30 0.87 0.21
H 0.93 1.55 1.41 0.22
H 1.01 2.42 -0.04 0.21
H -1.45 -1.59 -0.89 0.19
H -1.49 -2.57 0.78 0.22
H -0.04 -2.37 -0.30 0.19
H 1.48 0.34 -1.97 0.22
H -0.58 0.55 -1.05 0.20
H 1.22 -1.07 -1.22 0.24
H 0.07 -0.96 1.50 0.21
H -1.48 -0.06 1.11 0.20
```

Properties
- HOMO level: -8.91 eV
- Kohn-Sham gap: 9.122 eV
- LUMO energy: 0.21 eV
- SMILES: CC[C@@H](C)CN=O
- Relative energy (zero: lowest compared OMol25 entry of this formula, charge and spin): 428.3 kJ/mol

(2)
The following is a quantum chemistry calculation of a molecular structure, C38H51N11O8S in a non-equilibrium geometry, from the OMol25 dataset.

```
109
Properties=species:S:1:pos:R:3:lowdin_charge:R:1
S 0.11 -0.11 -0.11 0.31
O -0.36 -1.10 -1.08 -0.33
O 0.44 -0.74 1.11 -0.32
O 1.37 0.55 -0.51 -0.36
O -0.92 0.86 0.01 -0.32
N 1.55 2.72 -1.93 -0.03
C 0.97 3.94 -1.53 -0.13
C 1.44 5.08 -2.45 -0.05
C 2.48 4.36 -3.32 -0.09
C 2.49 2.97 -2.97 -0.13
H 1.57 1.73 -1.34 0.09
H 0.17 3.91 -0.64 0.11
H 1.12 6.05 -2.28 0.02
H 3.08 4.83 -4.00 0.02
H 2.96 2.17 -3.39 0.04
N 0.14 -0.49 3.72 -0.04
C -0.48 0.63 4.28 -0.11
C -0.33 0.52 5.84 -0.10
C 0.36 -0.78 6.09 -0.15
C 0.64 -1.38 4.77 -0.12
H 0.20 -0.69 2.58 0.11
H -0.81 1.37 3.59 0.05
H -0.66 1.36 6.53 0.07
H 0.91 -1.20 7.04 0.10
H 1.02 -2.35 4.41 0.08
N -1.37 -3.36 -2.06 -0.05
C -0.54 -3.90 -2.93 -0.12
C -1.18 -5.16 -3.42 -0.05
C -2.59 -5.16 -2.85 -0.05
C -2.77 -3.83 -2.08 -0.04
H -0.99 -2.57 -1.43 0.09
H 0.50 -3.55 -2.97 0.10
H -0.84 -5.88 -3.87 -0.05
H -3.38 -5.92 -3.07 0.06
H -3.54 -3.56 -1.53 0.01
N -3.23 0.04 0.76 -0.01
C -3.99 -0.76 -0.11 -0.11
C -5.08 -1.49 0.72 -0.09
C -4.91 -0.91 2.15 -0.13
C -3.74 -0.05 2.11 -0.13
H -2.33 0.38 0.37 0.03
H -3.87 -0.55 -1.20 0.10
H -5.90 -2.18 0.33 0.07
H -5.78 -1.20 2.95 0.11
H -3.16 0.51 2.86 0.07
N -0.99 3.01 1.73 -0.03
C -2.19 3.47 2.21 -0.12
C -2.01 4.91 2.88 -0.07
C -0.54 5.09 2.80 -0.12
C 0.13 3.89 2.08 -0.07
H -1.01 2.16 1.23 0.05
H -2.99 2.80 1.94 0.07
H -2.72 5.72 3.18 0.06
H 0.13 5.85 3.32 0.08
H 1.21 3.53 1.86 0.11
N 2.05 -2.60 1.49 -0.03
C 1.88 -3.89 0.84 -0.06
C 3.12 -4.67 1.35 -0.09
C 3.85 -3.78 2.36 -0.11
C 3.13 -2.53 2.36 -0.18
H 1.33 -1.77 1.41 0.04
H 1.00 -4.09 0.22 0.07
H 3.46 -5.64 1.03 0.04
H 4.79 -4.25 2.98 0.11
H 3.31 -1.52 2.69 0.08
N -1.72 -0.16 -3.18 0.03
C -2.68 -0.72 -4.04 -0.13
C -3.07 0.22 -5.12 -0.09
C -2.39 1.54 -4.80 -0.06
C -1.54 1.31 -3.50 -0.02
H -1.21 -0.68 -2.51 0.03
H -3.13 -1.64 -4.12 0.05
H -3.74 0.12 -5.96 0.05
H -2.48 2.46 -5.33 0.04
H -0.88 1.90 -2.94 0.04
N 3.40 -0.60 -2.18 -0.05
C 3.26 -1.80 -2.86 -0.07
C 4.29 -1.76 -3.97 0.00
C 5.28 -0.58 -3.59 -0.04
C 4.57 0.09 -2.45 -0.16
H 2.64 -0.05 -1.50 0.16
H 2.51 -2.38 -2.86 -0.01
H 4.38 -2.38 -4.69 -0.03
H 6.15 -0.34 -3.89 -0.04
H 4.87 1.15 -1.69 0.17
N 3.19 1.58 1.12 0.02
C 4.19 2.52 0.76 -0.05
C 5.05 2.58 2.03 -0.07
C 4.42 1.73 3.11 -0.07
C 3.23 1.23 2.45 -0.12
H 2.44 1.28 0.78 -0.03
H 4.19 2.75 -0.25 0.04
H 6.01 3.10 1.98 0.06
H 5.05 1.46 3.91 0.05
H 2.38 0.62 2.75 0.09
C -3.29 3.01 -0.83 0.04
N -4.21 3.17 -1.93 -0.43
O -5.19 2.43 -1.95 0.03
O -4.41 4.23 -2.46 0.04
H -2.76 3.96 -0.83 0.11
H -2.72 2.04 -1.19 0.13
H -3.83 2.95 -0.09 -0.01
C -1.49 -3.23 1.66 0.02
N -1.24 -4.63 1.94 -0.37
O -1.53 -5.54 1.15 0.05
O -0.97 -4.96 3.20 -0.03
H -1.61 -3.06 0.61 0.06
H -0.62 -2.70 2.02 0.06
H -2.54 -3.00 2.11 0.15
```

Properties
- HOMO level: -3.49 eV
- Kohn-Sham gap: 7.341 eV
- LUMO energy: 3.85 eV
- Charge: -2
- Relative energy (zero: lowest compared OMol25 entry of this formula, charge and spin): 335.7 kJ/mol

(3)
The following is a quantum chemistry calculation of 2 unconnected molecules or ions with the total composition C6H10O, from the OMol25 dataset.

```
17
Properties=species:S:1:pos:R:3:nbo_charge:R:1
C -0.87 1.98 -0.66 -0.64
C -0.55 0.58 -0.23 0.29
C -0.82 0.05 1.18 -0.44
C 0.52 -0.72 1.13 -0.39
C 0.81 -0.12 -0.28 -0.41
C 0.18 -0.99 -1.37 0.30
O -1.00 -0.40 -1.22 -0.47
H -1.96 2.14 -0.68 0.23
H -0.42 2.71 0.02 0.22
H -0.48 2.16 -1.67 0.23
H -0.84 0.84 1.93 0.22
H -1.73 -0.55 1.27 0.23
H 0.46 -1.81 1.17 0.22
H 1.24 -0.39 1.88 0.22
H 1.79 0.34 -0.46 0.23
H 2.08 -3.10 -0.78 -0.05
H 1.61 -2.71 -1.20 0.02
```

Properties
- HOMO level: -8.39 eV
- Kohn-Sham gap: 9.251 eV
- LUMO energy: 0.86 eV
- Relative energy (zero: lowest compared OMol25 entry of this formula, charge and spin): 427.0 kJ/mol

(4)
The following is a quantum chemistry calculation of C19H23N5O5S2 in the gas phase in a non-equilibrium geometry, from the OMol25 dataset.

```
54
Properties=species:S:1:pos:R:3:nbo_charge:R:1
C -0.15 -3.96 0.08 -0.26
H -0.68 -3.32 0.79 0.21
H -0.04 -4.96 0.48 0.19
H -0.71 -3.98 -0.86 0.19
O 1.17 -3.47 -0.14 -0.47
C 1.28 -2.26 -0.66 0.58
N 0.18 -1.58 -0.96 -0.56
C 0.34 -0.38 -1.49 0.71
N 1.50 0.22 -1.74 -0.59
C 2.60 -0.45 -1.38 0.42
C 2.56 -1.72 -0.85 -0.40
H 3.45 -2.26 -0.57 0.26
N 3.81 0.23 -1.51 -0.84
H 3.71 1.08 -2.03 0.42
S 4.57 0.57 -0.01 2.31
O 5.17 -0.63 0.48 -0.92
O 5.39 1.71 -0.26 -0.93
C 3.10 0.97 0.91 -0.39
C 2.49 -0.04 1.63 -0.10
C 1.14 0.03 1.92 -0.30
C 0.40 1.11 1.44 0.26
C 1.06 2.20 0.85 -0.27
C 2.41 2.11 0.57 -0.16
H 2.93 2.90 0.04 0.24
H 0.49 3.07 0.54 0.22
N -0.99 1.16 1.42 -0.61
C -1.88 0.15 1.53 0.30
S -1.69 -1.30 2.28 -0.19
N -3.12 0.39 0.96 -0.65
C -3.51 1.43 0.17 0.72
O -2.85 2.45 0.02 -0.62
C -4.83 1.21 -0.53 -0.32
H -5.11 2.16 -0.98 0.24
C -5.95 0.67 0.39 -0.41
H -5.70 0.78 1.44 0.22
H -6.86 1.25 0.20 0.22
C -6.17 -0.78 -0.02 -0.40
C -5.87 -0.77 -1.52 -0.40
H -5.68 -1.77 -1.92 0.22
C -4.64 0.13 -1.64 -0.40
H -4.56 0.59 -2.62 0.22
H -3.73 -0.44 -1.46 0.22
H -6.71 -0.34 -2.06 0.20
H -7.18 -1.12 0.19 0.22
H -5.48 -1.45 0.49 0.19
H -3.74 -0.40 1.03 0.43
H -1.38 1.98 0.94 0.44
H 0.66 -0.77 2.45 0.26
H 3.07 -0.91 1.92 0.24
O -0.79 0.28 -1.74 -0.49
C -0.67 1.56 -2.34 -0.26
H -1.62 2.07 -2.15 0.20
H 0.15 2.11 -1.90 0.20
H -0.50 1.46 -3.41 0.19
```

Properties
- HOMO level: -8.76 eV
- Kohn-Sham gap: 8.654 eV
- LUMO energy: -0.10 eV
- SMILES: COc1cc(NS(=O)(=O)c2ccc(NC(=S)NC(=O)C3CCCC3)cc2)nc(OC)n1
- Relative energy (zero: lowest compared OMol25 entry of this formula, charge and spin): 44.3 kJ/mol

(5)
The following is a quantum chemistry calculation of a molecular structure, C14H12MnN4O2S in a non-equilibrium geometry, from the OMol25 dataset.

```
34
Properties=species:S:1:pos:R:3:nbo_charge:R:1
Mn 0.33 -0.83 -0.31 1.50
N 1.96 -2.97 -3.52 -0.73
C 1.22 -2.63 -2.48 0.33
S 1.98 -2.61 -0.90 -0.28
N -0.08 -2.41 -2.65 -0.36
N -0.68 -1.92 -1.61 -0.21
C -1.94 -2.02 -1.35 0.02
C -2.31 -1.60 -0.02 0.18
C -3.60 -1.61 0.49 -0.21
C -3.82 -1.25 1.80 -0.09
C -2.73 -0.92 2.61 -0.24
C -1.47 -0.93 2.05 0.09
N -1.25 -1.24 0.77 -0.58
H 2.92 -3.20 -3.39 0.43
H 1.55 -3.00 -4.44 0.42
H -2.63 -2.49 -2.05 0.24
H -4.42 -1.90 -0.17 0.25
H -4.82 -1.24 2.21 0.25
H -2.86 -0.66 3.65 0.25
H -0.60 -0.71 2.66 0.22
O 2.39 1.74 -2.52 -0.51
C 1.80 1.36 -1.55 0.77
O 1.09 0.24 -1.49 -0.78
C 1.73 2.14 -0.26 -0.08
C 1.81 3.53 -0.30 -0.18
C 1.69 4.25 0.88 -0.17
C 1.52 3.59 2.09 -0.19
C 1.48 2.21 2.13 -0.19
C 1.57 1.49 0.95 -0.27
H 1.95 4.02 -1.25 0.25
H 1.73 5.33 0.85 0.23
H 1.44 4.16 3.01 0.23
H 1.39 1.70 3.09 0.22
H 1.64 0.39 1.01 0.15
```

Properties
- Spin multiplicity: 5
- HOMO level (alpha / beta): -11.90 / -11.99 eV
- Kohn-Sham gap (alpha / beta): 5.922 / 6.806 eV
- LUMO energy (alpha / beta): -5.98 / -5.18 eV
- Charge: +1
- Relative energy (zero: lowest compared OMol25 entry of this formula, charge and spin): 116.6 kJ/mol

(6)
The following is a quantum chemistry calculation of a molecular structure, C29H31BrCoN5O2PS2SeSi in a non-equilibrium geometry, from the OMol25 dataset.

```
74
Properties=species:S:1:pos:R:3:nbo_charge:R:1
Co 0.29 -0.12 0.26 1.36
Se 5.88 -0.33 5.64 0.86
N 4.10 -0.24 5.72 -0.66
C 3.62 -0.20 4.49 0.19
C 2.23 -0.14 4.17 -0.17
C 1.24 -0.12 5.14 -0.10
C -0.09 -0.05 4.75 -0.35
C -0.38 -0.01 3.39 0.08
N 0.53 -0.05 2.44 -0.62
C 1.85 -0.11 2.79 0.16
C 2.81 -0.16 1.77 0.11
N 2.39 -0.16 0.47 -0.61
C 3.27 -0.19 -0.50 0.09
C 4.65 -0.20 -0.28 -0.34
C 5.11 -0.22 1.02 -0.09
C 4.21 -0.21 2.07 -0.14
C 4.60 -0.24 3.45 0.12
N 5.86 -0.31 3.85 -0.65
H 1.53 -0.16 6.18 0.23
H -0.88 -0.01 5.47 0.22
H -1.41 0.05 3.06 0.19
H 2.89 -0.20 -1.51 0.21
H 5.33 -0.21 -1.12 0.22
H 6.17 -0.26 1.25 0.23
C 1.55 4.92 -2.60 -0.64
C 2.38 3.76 -2.07 -0.06
O 1.82 2.49 -2.41 -0.83
P 0.42 1.95 -1.87 1.71
S 0.32 0.01 -2.32 -0.65
S 0.13 2.38 0.08 -0.63
O -0.59 2.80 -2.79 -0.84
C -1.99 2.53 -2.74 -0.06
C -2.79 3.80 -2.91 -0.62
H 2.10 5.85 -2.47 0.22
H 0.60 4.98 -2.07 0.22
H 1.34 4.78 -3.66 0.22
H 2.48 3.83 -0.99 0.20
H 3.37 3.75 -2.53 0.19
H -2.24 2.06 -1.78 0.19
H -2.22 1.81 -3.54 0.19
H -2.55 4.52 -2.13 0.22
H -3.85 3.56 -2.85 0.21
H -2.59 4.27 -3.87 0.21
Br 0.30 -7.05 0.34 0.10
C 0.40 -5.15 0.28 -0.05
C 0.22 -4.47 -0.92 -0.28
C 0.31 -3.09 -0.90 0.06
N 0.51 -2.37 0.21 -0.51
C 0.71 -3.05 1.35 0.05
C 0.67 -4.43 1.43 -0.23
H 0.02 -5.00 -1.83 0.24
H 0.23 -2.52 -1.81 0.22
H 0.91 -2.47 2.24 0.22
H 0.85 -4.93 2.37 0.24
C -2.96 -1.96 1.40 -1.13
Si -2.39 -0.46 0.33 1.24
C -3.33 1.08 1.03 -1.13
C -3.09 -0.81 -1.42 -0.52
C -2.73 -1.94 -2.14 -0.14
C -3.18 -2.16 -3.43 -0.22
C -4.01 -1.23 -4.04 -0.20
C -4.41 -0.12 -3.33 -0.22
C -3.96 0.09 -2.04 -0.20
H -4.04 -1.92 1.49 0.24
H -2.54 -1.95 2.41 0.23
H -2.70 -2.90 0.94 0.23
H -4.40 0.91 0.95 0.23
H -3.09 2.00 0.51 0.24
H -3.11 1.24 2.08 0.24
H -2.08 -2.67 -1.68 0.19
H -2.89 -3.06 -3.96 0.21
H -4.33 -1.38 -5.06 0.21
H -5.08 0.60 -3.78 0.21
H -4.30 0.96 -1.50 0.21
```

Properties
- Spin multiplicity: 6
- HOMO level (alpha / beta): -4.83 / -8.13 eV
- Kohn-Sham gap (alpha / beta): 4.669 / 6.036 eV
- LUMO energy (alpha / beta): -0.16 / -2.09 eV
- Relative energy (zero: lowest compared OMol25 entry of this formula, charge and spin): 85.6 kJ/mol